Molecular formula: C6H12N
Method: DFT, ωB97M-V/def2-TZVPD

As for the max |F|: 3.89 eV/A. The calculation puts the calculated total energy at -290.152838 Eh. The charge is +1. For the gap between HOMO and LUMO, the calculation gives 10.71 eV. The highest occupied orbital energy comes out at -13.7826 eV.

Geometry (Å):
C (-2.122, -1.111, 0.682)
C (-2.751, 0.237, 0.705)
C (-1.538, -0.124, -0.002)
C (1.725, -1.700, -0.703)
C (-0.152, 1.796, 0.239)
C (2.373, -0.644, -0.201)
N (-0.371, 0.516, -0.555)
H (-2.197, -2.096, 1.117)
H (-3.675, 0.536, 0.165)
H (1.604, -1.992, -1.767)
H (-2.655, 0.933, 1.637)
H (1.298, -2.393, -0.044)
H (-1.077, 2.351, 0.182)
H (-0.220, 1.470, 1.300)
H (0.765, 2.300, -0.170)
H (2.861, 0.037, -0.831)
H (2.351, -0.534, 0.879)
H (0.546, -0.051, -0.568)
H (-0.651, 0.755, -1.470)

Molecular formula: C23H30N2O2
Method: DFT, ωB97M-V/def2-TZVPD

As for the max |F|: 0.70 eV/A. The calculation puts the calculated total energy at -1154.378950 Eh. The charge is 0. As for the SMILES: C=CCc1ccccc1OC[C@H](O)CN1CCN(c2ccc(C)cc2)CC1. For the gap between HOMO and LUMO, the calculation gives 8.52 eV. The highest occupied orbital energy comes out at -7.7444 eV.

Geometry (Å):
C (1.489, 2.567, -3.426)
C (1.305, 3.674, -2.733)
C (0.241, 4.691, -3.022)
C (-0.714, 4.751, -1.859)
C (-0.603, 5.727, -0.885)
C (-1.453, 5.747, 0.209)
C (-2.418, 4.767, 0.336)
C (-2.547, 3.777, -0.625)
C (-1.704, 3.764, -1.726)
O (-1.755, 2.849, -2.744)
C (-2.687, 1.799, -2.724)
C (-2.342, 0.625, -1.780)
O (-3.090, 0.730, -0.593)
C (-0.844, 0.571, -1.446)
N (-0.632, -0.400, -0.385)
C (0.510, -0.089, 0.456)
C (0.561, -1.049, 1.645)
N (0.665, -2.402, 1.153)
C (1.209, -3.397, 1.963)
C (1.467, -3.210, 3.322)
C (2.074, -4.200, 4.071)
C (2.439, -5.414, 3.508)
C (3.116, -6.474, 4.323)
C (2.179, -5.604, 2.156)
C (1.583, -4.619, 1.396)
C (-0.462, -2.724, 0.304)
C (-0.506, -1.761, -0.878)
H (2.258, 1.856, -3.175)
H (0.876, 2.330, -4.280)
H (1.924, 3.892, -1.871)
H (-0.298, 4.411, -3.928)
H (0.703, 5.671, -3.163)
H (0.160, 6.486, -0.987)
H (-1.355, 6.519, 0.958)
H (-3.081, 4.764, 1.189)
H (-3.289, 3.006, -0.493)
H (-2.691, 1.435, -3.755)
H (-3.693, 2.154, -2.473)
H (-2.639, -0.304, -2.296)
H (-2.582, 0.255, 0.084)
H (-0.537, 1.551, -1.075)
H (-0.262, 0.353, -2.353)
H (0.408, 0.935, 0.823)
H (1.456, -0.168, -0.107)
H (1.443, -0.813, 2.242)
H (-0.342, -0.905, 2.261)
H (1.181, -2.292, 3.811)
H (2.257, -4.025, 5.122)
H (2.781, -6.439, 5.358)
H (2.912, -7.463, 3.920)
H (4.196, -6.322, 4.315)
H (2.458, -6.537, 1.686)
H (1.421, -4.793, 0.343)
H (-0.380, -3.748, -0.056)
H (-1.406, -2.630, 0.869)
H (-1.368, -1.995, -1.506)
H (0.412, -1.881, -1.480)

Molecular formula: C32H34I2N6O6PRu
Method: DFT, ωB97M-V/def2-TZVPD

As for the max |F|: 0.12 eV/A. The calculation puts the calculated total energy at -3051.063446 Eh. The charge is +2. Its multiplicity is 6. For the gap between HOMO and LUMO (spin up / spin down), the calculation gives 7.50 / 4.55 eV. The highest occupied orbital energy (spin up / spin down) comes out at -12.1331 / -12.1782 eV.

Geometry (Å):
Ru (-0.855, 0.766, -0.656)
I (-4.984, 4.053, 0.191)
C (-4.945, 1.973, 0.076)
C (-6.102, 1.240, 0.409)
C (-6.125, -0.129, 0.339)
I (-7.882, -1.133, 0.844)
C (-4.960, -0.829, -0.084)
C (-4.879, -2.235, -0.230)
C (-3.704, -2.821, -0.605)
C (-2.575, -2.010, -0.803)
N (-2.614, -0.703, -0.686)
C (-3.793, -0.089, -0.375)
C (-3.765, 1.359, -0.326)
O (-2.679, 2.008, -0.597)
H (-6.987, 1.779, 0.718)
H (-5.760, -2.835, -0.046)
H (-3.628, -3.891, -0.733)
H (-1.616, -2.446, -1.052)
C (2.544, -6.018, 2.255)
C (3.171, -4.667, 2.469)
C (4.040, -4.483, 3.555)
C (4.648, -3.254, 3.831)
C (4.428, -2.188, 3.007)
C (3.588, -2.355, 1.872)
N (3.344, -1.342, 1.019)
C (4.028, -0.130, 0.863)
C (5.401, -0.038, 1.083)
C (6.051, 1.170, 0.896)
C (5.342, 2.287, 0.481)
C (3.981, 2.187, 0.230)
C (3.306, 0.989, 0.403)
C (1.851, 0.921, 0.042)
O (1.176, 1.984, 0.019)
O (1.339, -0.190, -0.275)
C (2.926, -3.601, 1.620)
C (2.028, -3.715, 0.422)
H (2.790, -6.689, 3.074)
H (2.902, -6.475, 1.331)
H (1.458, -5.952, 2.194)
H (4.228, -5.321, 4.214)
H (5.269, -3.146, 4.709)
H (4.831, -1.214, 3.236)
H (2.510, -1.384, 0.420)
H (5.965, -0.920, 1.350)
H (7.118, 1.230, 1.056)
H (5.853, 3.227, 0.326)
H (3.429, 3.043, -0.133)
H (2.568, -3.494, -0.501)
H (1.191, -3.014, 0.492)
H (1.617, -4.715, 0.328)
N (-3.647, 0.717, 2.745)
C (-3.032, 2.050, 3.070)
P (-1.258, 2.019, 2.523)
O (-0.305, 2.207, 3.645)
O (-1.215, 0.778, 1.646)
C (-1.059, 3.569, 1.537)
N (0.381, 3.937, 1.717)
H (-3.797, 0.147, 3.576)
H (-2.961, 0.240, 2.124)
H (-4.533, 0.815, 2.236)
H (-3.121, 2.246, 4.135)
H (-3.581, 2.812, 2.515)
H (-1.675, 4.358, 1.968)
H (-1.302, 3.458, 0.484)
H (0.947, 3.349, 1.068)
H (0.627, 3.664, 2.686)
H (0.562, 4.925, 1.558)
N (-1.067, 2.167, -7.874)
C (-0.196, 1.423, -7.161)
O (0.718, 0.804, -7.659)
C (-0.390, 1.375, -5.656)
C (-1.395, 2.023, -4.951)
C (-1.448, 1.887, -3.574)
N (-0.559, 1.156, -2.895)
C (0.412, 0.530, -3.574)
C (0.528, 0.614, -4.944)
H (-0.943, 2.200, -8.873)
H (-1.828, 2.678, -7.470)
H (-2.145, 2.634, -5.432)
H (-2.216, 2.369, -2.983)
H (1.114, -0.046, -2.982)
H (1.316, 0.104, -5.480)

Question: Number 2 is which compound?
Answer: C23H30N2O2